No. 1
Density functional theory data (ωB97M-V/def2-TZVPD) for C16H42As2F15N3O5 as an isolated structure.

Structure (ORCA input):
```
! wB97M-V def2-TZVPD RIJCOSX def2/J DEFGRID3
* xyz 0 1
C 3.686 -0.901 3.484
C 2.567 -1.757 4.066
C 2.523 -1.755 5.563
O 1.316 -2.360 5.970
C 1.234 -2.524 7.386
N 1.232 -1.245 3.576
H 1.176 -1.043 2.568
H 0.510 -1.926 3.828
H 0.882 -0.409 4.052
H 3.483 -0.550 2.473
H 4.610 -1.474 3.519
H 3.848 0.012 4.065
H 2.642 -2.736 3.595
H 2.606 -0.743 5.983
H 3.390 -2.320 5.933
H 0.346 -3.125 7.560
H 1.098 -1.548 7.860
H 2.121 -3.026 7.772
C 0.711 -1.823 -4.305
C -0.106 -0.743 -4.981
C -0.300 -1.076 -6.432
O -1.236 -0.167 -6.957
C -1.515 -0.323 -8.344
N -1.462 -0.669 -4.304
H -1.992 0.054 -4.795
H -2.029 -1.506 -4.458
H -1.287 -0.502 -3.314
H 0.439 -2.854 -4.525
H 0.890 -1.658 -3.247
H 1.738 -1.784 -4.696
H 0.315 0.251 -4.853
H -0.622 -2.118 -6.572
H 0.668 -1.002 -6.949
H -1.243 -1.319 -8.707
H -0.930 0.411 -8.898
H -2.585 -0.207 -8.489
C -3.971 0.969 1.012
C -3.161 -0.072 1.714
C -3.402 -0.270 3.195
O -2.221 -0.798 3.784
C -2.388 -1.002 5.162
N -3.414 -1.406 0.976
H -2.898 -1.396 0.076
H -3.215 -2.281 1.454
H -4.376 -1.453 0.625
H -3.601 1.931 1.386
H -5.043 0.920 1.198
H -3.759 1.042 -0.054
H -2.084 0.033 1.603
H -4.278 -0.898 3.396
H -3.556 0.720 3.645
H -1.459 -1.417 5.563
H -3.173 -1.731 5.401
H -2.620 -0.077 5.703
As 0.163 -0.246 -0.453
F -1.207 -1.314 -0.558
F 0.226 -0.658 1.263
F 1.584 0.661 -0.286
F 0.005 0.122 -2.135
F -0.820 1.094 -0.079
F 1.124 -1.625 -0.853
As -4.371 -2.306 -2.701
F -2.758 -2.832 -3.094
F -4.418 -3.446 -1.412
F -5.918 -1.718 -2.289
F -4.218 -1.043 -3.883
F -5.006 -3.428 -3.815
F -3.667 -1.169 -1.529
C 2.896 5.875 -0.242
O 3.781 4.755 0.213
O 2.390 6.512 0.734
C 3.741 6.776 -1.162
F 2.977 7.718 -1.738
F 4.735 7.404 -0.516
F 4.351 6.133 -2.201
C 3.971 3.689 -0.659
C 4.993 2.772 0.017
H 5.323 1.969 -0.661
H 5.891 3.338 0.260
H 4.567 2.240 0.870
H 4.392 3.901 -1.649
H 3.048 3.105 -0.821
H 2.120 5.372 -0.891
*
```

The electronic energy is -194424.1696 eV. The frontier orbital gap is 4.1248 eV. The value obtained for the LUMO energy is -0.833 eV. The value obtained for the maximum force is 2.12 eV Å⁻¹.


No. 2
Density functional theory data (ωB97M-V/def2-TZVPD) for C2H4NS as an isolated structure.

Structure (ORCA input):
```
! wB97M-V def2-TZVPD RIJCOSX def2/J DEFGRID3
* xyz 1 3
C 1.064 -0.562 0.118
C -0.388 -0.889 -1.291
N 0.904 0.671 0.824
S -1.902 -1.053 -0.757
H -0.021 1.137 0.823
H 1.632 1.329 0.481
H 1.178 0.422 1.795
H -2.467 -1.056 -1.993
*
```

The electronic energy is -14448.2525 eV. The frontier orbital gap (spin up / spin down) is 8.0092 / 7.6277 eV. The value obtained for the LUMO energy (spin up / spin down) is -5.369 / -6.596 eV. The value obtained for the maximum force is 4.24 eV Å⁻¹.